This record from OMol25 describes the ion C4H3Cl2O2 with charge -1 at a distorted geometry. The level of theory is ωB97M-V with the def2-TZVPD basis set.

Each line ends with the Löwdin charge.
Cartesian coordinates (Å):
C -1.102 0.945 -1.110  -0.760
C -0.716 0.120 0.006  -0.020
C 1.402 -0.076 0.923  -0.565
C 0.461 -0.798 -0.006  -0.898
O -2.059 0.212 -1.536  -0.010
O -0.493 1.842 -1.701  -0.012
Cl 0.801 -0.366 2.563  0.445
Cl 1.162 -1.189 -1.568  0.618
H -1.331 0.083 0.847  0.083
H 1.651 0.991 1.027  0.026
H 0.226 -1.764 0.555  0.093

Values from the calculation:
- E_HOMO (alpha / beta): -0.1421 / -0.1241 Eh
- Gap between HOMO and LUMO (alpha / beta): 7.34 / 6.83 eV
- Net charge: -1

This record from OMol25 describes the ion C4H3Cl2OS with charge -1 at a distorted geometry. The level of theory is ωB97M-V with the def2-TZVPD basis set.

Each line ends with the Löwdin charge.
Cartesian coordinates (Å):
C 1.164 -1.451 -0.550  -0.008
C 0.819 -0.306 0.049  -0.289
C -0.476 0.344 -0.242  -1.212
Cl -0.343 1.298 -1.679  0.649
Cl -1.788 -0.843 -0.550  0.598
C -1.063 1.308 0.881  -1.160
O -1.767 2.209 0.555  -0.116
S -0.658 0.916 2.487  0.429
H 2.036 -1.885 -0.269  0.020
H 0.480 -1.918 -1.125  -0.008
H 1.596 0.327 0.442  0.096

Values from the calculation:
- E_HOMO: -0.1318 Eh
- Gap between HOMO and LUMO: 6.99 eV
- SMILES string: C=CC(Cl)(Cl)C([O-])=S
- Net charge: -1